Entry 1:
A gas-phase ion, C7H15N6 (charge +1). Source: the OMol25 dataset; level of theory: ωB97M-V with the def2-TZVPD basis set.

Computed properties:
LUMO energy (spin up / spin down) (eV): -2.84 / -7.54
Kohn-Sham gap (spin up / spin down) (eV): 6.8 / 5.0
Multiplicity: 3
⟨S²⟩: 2.0146
ΔE to the lowest compared entry with this formula, charge and spin (kJ/mol): 89.3
Total charge: +1

XYZ file:
```
28
Properties=species:S:1:pos:R:3:forces:R:3:nbo_charge:R:1
C -0.069516 2.049076 -0.714002 -0.956 1.525 -0.424 -0.0649
C 0.733578 -0.096512 -0.844357 0.050 1.646 -1.378 0.4322
C -0.171592 2.030907 0.711339 -0.978 -2.027 0.588 -0.3704
C 1.168254 -1.308736 -3.027674 -0.139 -0.171 -0.012 -0.3751
C 2.405141 -0.560127 -2.718420 0.144 -0.024 0.100 -0.3819
C 1.553775 -1.048990 -1.569353 0.111 -0.348 -0.280 -0.3072
C -0.835102 0.327033 1.023015 2.370 2.013 -0.087 0.3898
N 0.507721 1.093776 -1.370884 1.016 -1.518 -1.023 -0.4541
N 0.065812 -0.500852 0.245577 -1.289 -0.567 1.790 -0.6174
N -2.918437 -0.903692 0.899481 0.612 2.502 0.474 -0.4775
N 0.600596 0.299850 2.909736 0.197 -0.273 -0.074 -0.6577
N -2.184553 0.310260 0.612162 -0.680 -2.588 -0.432 -0.2442
N -0.704551 0.053663 2.401207 -0.675 -0.665 0.593 -0.4921
H -0.524001 2.832755 -1.305027 0.113 0.273 0.089 0.2079
H 0.758299 1.884247 1.261154 -0.040 -0.032 0.036 0.2550
H -0.824651 2.767354 1.155944 -0.169 0.048 0.141 0.2326
H 0.322539 -0.758384 -3.410458 -0.022 0.121 0.034 0.2273
H 1.222315 -2.334248 -3.359715 0.125 -0.048 -0.032 0.2288
H 3.359162 -1.040642 -2.859879 0.055 -0.149 0.024 0.2334
H 2.409645 0.503231 -2.901729 -0.096 0.036 0.065 0.2463
H 1.881347 -1.904709 -0.996567 0.135 -0.055 -0.023 0.2318
H -0.043256 -1.496851 0.403495 0.223 0.117 0.108 0.4157
H -3.903116 -0.652499 0.968143 -0.180 -0.316 -0.403 0.4023
H -2.623017 -1.252852 1.807398 0.200 -0.128 0.048 0.3938
H 0.567485 0.887943 3.734620 -0.121 -0.038 -0.096 0.3767
H 1.037589 -0.584278 3.155792 -0.219 0.166 0.074 0.3763
H -2.273727 0.478278 -0.388769 -0.073 0.522 -0.014 0.4187
H -1.434704 0.528378 2.924754 0.284 -0.023 0.113 0.3739
```
Forces are in eV/Å.


Entry 2:
A gas-phase ion, C7H15N6S2 (charge +1). Source: the OMol25 dataset; level of theory: ωB97M-V with the def2-TZVPD basis set.

Computed properties:
LUMO energy (eV): -3.74
Structure (SMILES): CCCCN1N=NN([N@H+]2C=CSN2)[C@H]1S
Kohn-Sham gap (eV): 8.3
ΔE to the lowest compared entry with this formula, charge and spin (kJ/mol): 0.0
Total charge: +1

XYZ file:
```
30
Properties=species:S:1:pos:R:3:forces:R:3:nbo_charge:R:1
C 1.870379 2.464598 2.936491 0.055 -0.190 0.031 -0.6011
C 1.450111 1.053402 2.541989 -0.093 0.211 0.001 -0.3995
C -0.050445 0.999419 2.255834 0.186 -0.225 -0.002 -0.4070
C -0.541153 -0.371978 1.800059 -0.075 0.291 0.654 -0.2154
N -0.201240 -0.627297 0.423146 -0.696 -0.837 -0.824 -0.2324
N 0.600108 0.092957 -0.304535 0.236 0.630 0.601 0.0780
N 0.734898 -0.350483 -1.454821 0.703 0.520 -1.362 -0.1637
N -0.025530 -1.509246 -1.630977 0.307 -0.558 -0.548 -0.1989
N -0.942544 -1.252414 -2.944520 0.134 -0.335 1.734 -0.0929
C -1.867924 -0.185361 -2.745502 -0.294 1.167 -0.195 -0.1615
C -1.427544 0.976788 -3.255900 0.121 -0.815 0.028 -0.3295
S 0.005755 0.809122 -4.172381 -0.135 0.082 -0.113 0.6246
N -0.132615 -0.914424 -4.002315 0.226 0.161 -0.998 -0.5523
C -0.653170 -1.766570 -0.356562 -0.083 -0.923 0.789 -0.0666
S -0.068952 -3.396694 0.316369 -0.570 0.202 -0.017 0.0151
H 1.326786 2.794227 3.823323 0.029 0.053 -0.005 0.2076
H 2.936777 2.498278 3.155954 -0.013 0.083 0.015 0.2219
H 1.663654 3.162628 2.126596 0.013 0.099 -0.017 0.2037
H 2.010405 0.747231 1.655910 0.009 -0.063 0.092 0.2049
H 1.692404 0.364127 3.354300 -0.007 -0.092 -0.051 0.2023
H -0.594056 1.260867 3.165531 -0.047 0.007 -0.042 0.2270
H -0.299963 1.740707 1.493857 -0.094 0.062 0.047 0.2109
H -1.630719 -0.440408 1.887473 0.077 -0.025 -0.017 0.2113
H -0.100792 -1.161061 2.420807 -0.112 0.056 -0.052 0.2214
H -1.369117 -2.178893 -3.078409 0.176 0.216 -0.060 0.4485
H -2.728730 -0.346679 -2.125401 -0.106 -0.142 0.039 0.2569
H -1.901504 1.933499 -3.147210 -0.115 0.178 0.040 0.2859
H 0.754404 -1.408993 -4.012345 -0.029 -0.058 0.320 0.4315
H -1.743373 -1.867048 -0.377416 0.000 0.079 0.002 0.2279
H 1.233689 -3.120301 0.250655 0.197 0.166 -0.090 0.1412
```
Forces are in eV/Å.


Entry 3:
C7H15NO in the gas phase. Source: the OMol25 dataset; level of theory: ωB97M-V with the def2-TZVPD basis set.

Computed properties:
LUMO energy (eV): 0.74
Structure (SMILES): CC(C)(CO)C1(N)CC1
Kohn-Sham gap (eV): 9.2
ΔE to the lowest compared entry with this formula, charge and spin (kJ/mol): 196.7

XYZ file:
```
24
Properties=species:S:1:pos:R:3:forces:R:3:nbo_charge:R:1
C -0.935484 -0.047876 -1.589590 0.045 0.131 0.287 -0.6239
C -0.125402 0.407062 -0.378162 -1.957 1.525 2.080 -0.0562
C 0.961880 1.377997 -0.820736 -0.263 -0.132 0.116 -0.6178
C -1.132765 1.264503 0.685030 1.162 -0.422 -1.927 -0.0567
O -2.375674 0.656441 0.942913 -0.228 0.000 -0.090 -0.7240
C 0.318316 -0.746407 0.477524 2.674 -1.279 -1.400 0.1195
N -0.654258 -1.629443 1.026600 -0.094 -0.443 0.270 -0.8296
C 1.595201 -0.682743 1.263756 -0.115 -0.027 0.209 -0.4261
C 1.681461 -1.486924 -0.001695 -1.487 0.304 0.773 -0.4437
H -1.678879 -0.801770 -1.335789 -0.047 -0.036 0.008 0.2022
H -1.458225 0.799412 -2.036673 0.006 0.047 -0.105 0.2048
H -0.269528 -0.476128 -2.336514 0.037 -0.048 -0.089 0.2224
H 0.505459 2.198232 -1.376103 0.013 0.045 -0.010 0.2121
H 1.678877 0.895741 -1.479857 0.105 -0.060 -0.066 0.2147
H 1.496945 1.799154 0.025584 0.063 0.100 0.064 0.2124
H -1.270366 2.254920 0.233349 -0.035 0.044 0.080 0.1534
H -0.642654 1.393081 1.651590 0.156 -0.143 -0.142 0.1806
H -2.881595 0.635970 0.123380 0.019 0.009 0.079 0.4670
H -1.338996 -1.953612 0.353807 0.149 0.094 0.018 0.3569
H -1.164455 -1.191222 1.784633 0.015 0.004 -0.115 0.3726
H 2.144319 0.245564 1.309884 0.032 0.071 -0.029 0.2089
H 1.591077 -1.229099 2.198237 -0.009 0.013 0.000 0.2249
H 2.300867 -1.120448 -0.805438 -0.233 0.245 -0.131 0.2059
H 1.653882 -2.562404 0.084269 -0.009 -0.042 0.119 0.2198
```
Forces are in eV/Å.


Entry 4:
2 unconnected molecules or ions with the total composition C7H15NO. Source: the OMol25 dataset; level of theory: ωB97M-V with the def2-TZVPD basis set.

Computed properties:
LUMO energy (eV): 1.00
Structure (SMILES): CC(=O)C(C)C.[H]/N=C\C
Kohn-Sham gap (eV): 10.4
ΔE to the lowest compared entry with this formula, charge and spin (kJ/mol): 140.5

XYZ file:
```
24
Properties=species:S:1:pos:R:3:forces:R:3:nbo_charge:R:1
C -1.494301 1.100858 -1.275302 0.271 0.360 0.779 -0.7274
C -0.443258 0.018956 -1.211309 0.180 -1.182 -1.969 0.6254
O 0.610775 0.137572 -1.834470 -1.136 -0.059 1.281 -0.5687
C -0.911108 -1.380441 -0.671275 0.770 0.398 0.007 -0.3289
C 0.140284 -2.455923 -0.938756 0.056 0.031 -0.319 -0.6024
C -1.301582 -1.370811 0.803198 -0.160 0.161 0.244 -0.6055
H -1.994907 1.067664 -2.245519 0.121 -0.101 0.023 0.2408
H -1.004305 2.070315 -1.149963 -0.131 -0.108 -0.165 0.2424
H -2.231537 0.992642 -0.479274 -0.032 0.008 -0.130 0.2240
H -1.799731 -1.625240 -1.265045 -0.063 0.227 -0.012 0.2194
H -0.205083 -3.437795 -0.599378 -0.015 0.174 0.083 0.2074
H 1.083271 -2.221351 -0.431303 -0.153 -0.041 -0.083 0.2087
H 0.345692 -2.538391 -2.011054 0.080 0.069 0.190 0.2211
H -1.822286 -2.296647 1.069100 0.061 0.118 -0.091 0.2128
H -0.416805 -1.303385 1.443767 -0.088 0.011 -0.075 0.2073
H -1.949783 -0.528038 1.056162 0.058 -0.110 0.026 0.2210
H 0.317568 2.749989 1.974797 0.043 -0.242 -0.102 0.3263
N 0.076780 1.811562 1.633559 0.935 -0.922 -0.703 -0.6373
C 1.110760 1.232230 1.126435 -1.487 0.081 0.455 0.1527
C 2.472098 1.840285 1.086200 0.186 -0.262 -0.353 -0.6975
H 0.983456 0.194329 0.681439 0.246 1.329 0.799 0.1726
H 2.410831 2.927999 1.009664 0.035 -0.097 0.070 0.2199
H 3.004256 1.569430 2.001385 0.108 0.026 -0.084 0.2330
H 3.018916 1.444187 0.226940 0.114 0.128 0.128 0.2329
```
Forces are in eV/Å.


Entry 5:
2 unconnected molecules or ions with the total composition C7H15NO. Source: the OMol25 dataset; level of theory: ωB97M-V with the def2-TZVPD basis set.

Computed properties:
LUMO energy (eV): 0.68
Kohn-Sham gap (eV): 7.8
ΔE to the lowest compared entry with this formula, charge and spin (kJ/mol): 518.3

XYZ file:
```
24
Properties=species:S:1:pos:R:3:forces:R:3:nbo_charge:R:1
C 2.292729 -0.609395 -1.235500 -0.332 0.357 0.025 -0.4132
C 1.517097 1.155424 0.226307 -0.110 -0.435 -0.232 -0.4340
C 0.168615 -1.297749 1.102732 -2.183 -0.105 0.402 -0.4872
N 1.170749 -0.093163 -0.455869 0.126 0.693 -1.348 -0.3944
H 2.016284 -1.563123 -1.683306 0.010 -0.038 0.000 0.2009
H 3.145208 -0.763207 -0.573345 0.008 -0.012 0.018 0.2042
H 2.598085 0.079308 -2.034377 0.121 -0.029 -0.065 0.1748
H 1.800101 1.943600 -0.484791 0.051 0.041 0.045 0.1747
H 0.672589 1.495212 0.819364 -0.058 0.005 0.026 0.2297
H 2.353201 0.966378 0.901951 0.043 0.037 -0.044 0.2023
H 1.136015 -1.162090 1.577328 0.217 0.434 -0.606 0.1778
H -0.568102 -1.077606 1.866378 -0.402 -0.491 0.207 0.1829
H 0.075446 -2.278900 0.655747 -0.014 -0.159 0.199 0.1876
C -2.041688 0.525654 0.451693 -0.716 0.464 0.916 0.2651
C -1.241814 -0.416395 -0.293117 1.921 -0.699 1.054 -0.2957
C -3.048517 0.173615 1.279185 0.566 0.075 -0.477 -0.5106
C -0.127853 -0.024516 -1.205268 1.019 0.139 0.172 -0.2583
O -1.659068 1.865618 0.475091 -0.124 -0.352 -0.232 -0.6983
H -1.320894 2.109159 -0.394154 0.019 -0.024 0.068 0.4685
H -1.774231 -1.314218 -0.585636 -0.017 0.020 0.112 0.2223
H -3.329879 -0.861509 1.394471 -0.024 -0.056 -0.109 0.2006
H -3.561441 0.916036 1.868394 -0.005 0.085 0.030 0.2104
H -0.219562 0.975929 -1.651713 -0.086 -0.057 -0.119 0.1757
H -0.053067 -0.744062 -2.021564 -0.032 0.109 -0.041 0.2142
```
Forces are in eV/Å.


Entry 6:
3 unconnected molecules or ions with the total composition C7H15NO. Source: the OMol25 dataset; level of theory: ωB97M-V with the def2-TZVPD basis set.

Computed properties:
LUMO energy (eV): 0.68
Kohn-Sham gap (eV): 8.3
ΔE to the lowest compared entry with this formula, charge and spin (kJ/mol): 544.0

XYZ file:
```
24
Properties=species:S:1:pos:R:3:forces:R:3:nbo_charge:R:1
C -1.582668 0.518314 0.581982 -1.784 -0.961 -1.399 -0.0692
C -2.018187 -0.608629 -0.083216 -0.285 1.713 0.711 -0.5902
C -1.252394 1.780051 -0.168720 0.313 -0.058 0.112 -0.6633
C 0.518760 0.301032 1.785422 1.832 -0.634 -0.322 -0.7496
H -1.928309 0.645615 1.599310 0.278 -0.146 0.084 0.1990
H -0.674692 -1.652692 -0.192182 1.423 -0.681 0.191 0.4001
H -2.051831 -0.608572 -1.167112 0.199 -0.096 -0.043 0.2099
H -2.654844 -1.323424 0.423249 0.192 -0.145 0.071 0.2148
H -0.681122 1.553586 -1.069812 -0.027 0.005 -0.004 0.2233
H -2.176278 2.284230 -0.472412 0.058 -0.082 0.086 0.2196
H -0.671271 2.476926 0.436603 -0.012 -0.012 -0.031 0.2130
H 0.407338 -0.487180 2.528680 0.121 -0.003 0.057 0.1774
H -0.021314 1.177517 2.117959 -0.586 -0.017 -0.521 0.1923
H 1.535018 0.679272 1.728035 0.335 -0.253 0.377 0.1933
C 1.587316 -0.266241 -0.890648 -0.083 0.452 -0.493 0.2643
C 1.218196 -1.117087 0.238210 -0.776 1.017 1.067 0.0786
C 1.016318 -0.322942 -2.100596 0.133 0.026 0.349 -0.5268
O 2.571518 0.625899 -0.549457 -0.182 -0.048 -0.007 -0.6810
N 0.301205 -2.093897 0.021481 -1.114 -0.011 -0.232 -0.7989
H 2.766930 1.192822 -1.304156 -0.030 -0.089 0.013 0.4820
H 0.203061 -2.704005 0.826293 0.031 0.061 -0.097 0.3725
H 2.029554 -1.348975 0.918625 -0.099 0.026 0.005 0.2179
H 0.308882 -1.099982 -2.334891 -0.070 -0.048 0.061 0.2225
H 1.248815 0.398362 -2.872645 0.131 -0.018 -0.037 0.1987
```
Forces are in eV/Å.


Entry 7:
2 unconnected molecules or ions with the total composition C7H15NO2. Source: the OMol25 dataset; level of theory: ωB97M-V with the def2-TZVPD basis set.

Computed properties:
LUMO energy (eV): 0.87
Structure (SMILES): CC(=O)C(C)C.CC(N)=O
Kohn-Sham gap (eV): 10.5
ΔE to the lowest compared entry with this formula, charge and spin (kJ/mol): 9.8

XYZ file:
```
25
Properties=species:S:1:pos:R:3:forces:R:3:nbo_charge:R:1
C -0.128729 0.823967 1.979253 0.000 -0.284 0.162 -0.7365
C -0.654779 -0.095113 0.911836 -0.061 0.082 -0.134 0.6359
O -0.751157 -1.288659 1.094904 -0.094 0.002 0.156 -0.5808
C -1.093943 0.541783 -0.392160 -0.195 -0.023 -0.201 -0.3364
C -0.210117 1.694192 -0.857720 -0.023 -0.187 0.035 -0.6094
C -2.546801 1.000327 -0.212132 0.049 -0.139 0.023 -0.5919
H -0.085383 0.305151 2.931557 -0.013 -0.069 0.049 0.2360
H 0.873473 1.138467 1.704487 0.180 0.157 -0.055 0.2398
H -0.748497 1.707589 2.067614 -0.078 0.251 0.007 0.2286
H -1.081543 -0.241238 -1.156511 0.053 -0.023 0.149 0.2286
H -0.605801 2.089395 -1.791559 0.013 0.052 -0.054 0.2190
H 0.800986 1.344436 -1.049486 0.116 0.067 -0.038 0.2319
H -0.185946 2.502957 -0.130544 -0.005 0.112 0.051 0.1976
H -3.175010 0.173309 0.117863 -0.053 0.009 -0.001 0.2179
H -2.611805 1.800405 0.523989 -0.056 0.097 0.047 0.1992
H -2.935045 1.372935 -1.158518 -0.026 0.049 -0.020 0.2173
C 2.430725 -1.125610 0.104367 0.416 0.166 -0.435 -0.7268
C 1.567251 -1.458374 -1.093587 0.096 -0.152 0.240 0.6757
N 0.807864 -2.567177 -0.935914 -0.027 -0.434 -0.087 -0.8161
O 1.586895 -0.826714 -2.129672 0.071 0.258 -0.244 -0.6301
H 3.272374 -1.822619 0.117973 -0.025 0.044 0.028 0.2400
H 1.885533 -1.240869 1.025997 -0.179 -0.036 0.383 0.2247
H 2.831041 -0.112924 0.012233 -0.136 -0.163 -0.013 0.2323
H 0.601414 -2.917964 -0.016901 -0.029 0.100 -0.015 0.4052
H 0.157000 -2.797652 -1.667369 0.006 0.062 -0.032 0.3982
```
Forces are in eV/Å.


Entry 8:
A molecular structure, C7H15NO2. Source: the OMol25 dataset; level of theory: ωB97M-V with the def2-TZVPD basis set.

Computed properties:
LUMO energy (eV): 0.68
Kohn-Sham gap (eV): 9.3
ΔE to the lowest compared entry with this formula, charge and spin (kJ/mol): 503.8

XYZ file:
```
25
Properties=species:S:1:pos:R:3:forces:R:3:nbo_charge:R:1
C -2.814760 1.573505 -0.341144 0.098 0.249 -0.021 -0.4166
N -2.807745 0.129309 -0.475121 -0.222 -0.166 0.074 -0.4017
C -1.850011 -0.482312 -1.378907 0.156 0.003 -0.243 -0.2685
C -1.722301 -0.649171 0.095711 -0.037 -0.077 0.112 -0.0659
C -0.560321 -0.025603 0.844539 -0.069 0.077 -0.290 -0.4560
C 0.589308 -1.006498 0.914294 1.757 0.998 1.764 -0.4350
C 1.947078 -0.632923 0.871778 -2.392 -0.240 2.079 0.0291
C 2.481728 0.770638 0.776649 -0.210 -0.196 -1.199 -0.1262
O 3.590078 0.837984 -0.100708 0.373 0.196 0.152 -0.7237
H -1.834263 2.048248 -0.522340 -0.211 -0.079 0.026 0.1647
H -3.527833 1.992763 -1.064256 0.178 -0.127 0.201 0.2066
H -3.149279 1.846524 0.669525 0.066 -0.081 -0.268 0.2013
H -2.217599 -1.296472 -2.008264 0.067 0.271 0.180 0.2039
H -1.122839 0.180355 -1.862134 -0.147 -0.163 0.131 0.1880
H -2.053071 -1.601060 0.525854 0.050 0.252 -0.116 0.1964
H -0.250078 0.902184 0.349800 -0.100 -0.200 0.132 0.2088
H -0.885567 0.232608 1.865271 0.068 0.015 -0.217 0.2157
H 0.383545 -1.869030 1.560389 0.054 -0.192 -0.749 0.2225
H 0.884830 -1.377359 -0.745949 4.010 0.831 -1.391 0.5011
H 2.668019 -1.357903 1.268469 -0.172 0.123 -0.539 0.2076
H 1.703660 1.474627 0.438462 0.127 -0.206 0.224 0.1678
H 2.825432 1.096940 1.768816 -0.083 -0.233 -0.191 0.2072
H 3.347720 0.370118 -0.914069 -0.157 0.016 0.216 0.4917
O 1.988550 -1.141206 -1.249757 -3.334 -0.817 0.102 -0.9906
H 2.385730 -2.016259 -1.286907 0.127 -0.253 -0.170 0.4717
```
Forces are in eV/Å.